1.
18
Properties=species:S:1:pos:R:3:forces:R:3 method="wB97M-V/def2-TZVPD" total_energy_ha=-458.6187 max_force_ha_per_bohr=0.02818 relative_energy_kj_mol=41.3 orbital_gap_ev="3.19 / 10.92" spin_multiplicity=2 charge=-1
O 0.47835 0.33535 0.39862 0.174 0.406 0.474
O -2.13998 1.10242 -1.54300 -0.211 0.678 -0.111
O 0.83963 0.46957 -3.10720 0.709 0.711 -0.380
O -0.31332 -1.55358 -1.71004 0.349 1.405 0.062
O 0.12233 -1.01928 3.59993 -0.265 -0.322 0.142
O 1.12586 1.87123 2.60158 0.163 0.599 0.895
H 0.74055 1.36389 1.88717 -0.118 -0.314 -0.696
H -1.40451 0.56287 -1.25279 0.303 -0.307 0.170
H -1.15882 -1.96348 -1.89265 -1.110 -0.586 -0.245
H 0.15529 1.08339 -3.37391 -0.203 0.186 0.011
H 0.94964 -1.16900 3.14236 0.163 -0.037 -0.295
H 0.37333 -0.21786 -2.63155 -0.373 -0.826 0.126
H 0.70745 0.08058 -0.49515 0.147 -0.107 -0.404
H 0.34774 -0.42386 4.31470 0.006 0.317 0.068
H -2.76664 0.47765 -1.90796 -0.151 -0.347 -0.099
H 1.98707 1.47662 2.73886 0.148 -0.051 -0.098
H -0.27869 -0.20836 0.61658 -0.336 -0.472 0.020
H 0.23471 -2.26814 -1.38556 0.606 -0.933 0.360


2.
18
Properties=species:S:1:pos:R:3:forces:R:3 method="wB97M-V/def2-TZVPD" total_energy_ha=-458.6053 max_force_ha_per_bohr=0.02399 relative_energy_kj_mol=76.3 orbital_gap_ev="2.88 / 10.86" spin_multiplicity=2 charge=-1
O 17.54085 -21.88971 -1.73348 0.711 -0.282 -0.202
O 18.06420 -18.33971 -0.64871 0.009 0.165 -0.348
O 14.86533 -21.06420 5.01921 0.170 0.251 0.277
O 15.12039 -19.81090 -1.15352 1.169 -0.062 0.388
O 16.04263 -20.49283 1.81809 -0.306 -0.239 0.544
O 13.37294 -22.14646 1.91189 -0.424 -0.461 0.618
H 16.23191 -20.27094 0.90641 -0.202 0.212 -0.799
H 16.93454 -22.56492 -1.42900 -0.314 -0.110 0.116
H 14.39564 -20.42703 -1.04695 -0.748 -0.640 0.106
H 14.25731 -21.52295 5.59894 -0.201 -0.103 0.078
H 14.14026 -21.60590 2.09960 0.466 0.432 -0.128
H 17.85878 -17.96962 0.20982 -0.225 0.102 0.296
H 15.10535 -21.71506 4.35966 0.036 -0.130 -0.382
H 18.78440 -18.94774 -0.48185 0.234 -0.302 0.017
H 16.86826 -20.34173 2.27825 0.304 0.041 0.249
H 13.27024 -22.09563 0.96157 0.029 0.091 -0.520
H 17.13397 -21.06473 -1.46873 -0.491 0.509 0.028
H 14.75394 -19.09734 -1.67581 -0.217 0.526 -0.337


3.
18
Properties=species:S:1:pos:R:3:forces:R:3 method="wB97M-V/def2-TZVPD" total_energy_ha=-458.6129 max_force_ha_per_bohr=0.04217 relative_energy_kj_mol=156.4 orbital_gap_ev=10.50 smiles=O.O.O.O.O.O
O 1.39515 18.48608 22.88629 0.295 0.032 -0.115
O 2.94651 20.04697 21.27015 -0.453 -0.282 0.566
O 1.83996 15.74096 23.49787 -0.328 -0.092 0.553
O -1.76809 17.78281 22.19729 0.663 -1.444 -0.221
O 0.52553 20.96332 20.13813 1.271 0.455 0.448
O 5.44053 18.76756 21.46345 1.782 -1.053 -0.645
H 1.60129 16.66980 23.35429 0.297 -0.066 -0.243
H 1.82987 19.20500 22.41033 0.015 -0.140 0.316
H -2.57810 17.42524 22.56907 -0.308 0.259 0.155
H 0.53701 18.83959 23.09936 -0.729 0.034 0.090
H 3.52368 20.57966 20.76506 1.090 1.462 -0.638
H 1.39384 21.20236 20.53749 -0.932 -0.686 -0.013
H 5.89595 19.28469 20.79481 0.263 -0.089 -0.034
H 2.82505 19.32058 20.66619 -0.485 -0.891 -0.353
H 0.41879 21.70731 19.54966 -0.573 0.261 -0.488
H 2.17994 15.39668 22.67618 0.109 0.095 -0.334
H 4.68802 19.26975 21.66652 -1.718 0.927 0.818
H -1.28667 16.93927 22.00050 -0.260 1.218 0.138


4.
18
Properties=species:S:1:pos:R:3:forces:R:3 method="wB97M-V/def2-TZVPD" total_energy_ha=-458.4957 max_force_ha_per_bohr=0.10269 relative_energy_kj_mol=464.2 orbital_gap_ev=8.82
O 0.83497 -2.02079 -1.05933 0.269 -2.179 -1.656
O 0.61302 0.18737 -0.37192 3.142 -0.533 -1.271
O -1.17446 -0.52778 0.70502 -3.714 -0.551 2.088
O 0.45946 -2.47081 1.34701 0.189 -0.593 1.820
O 0.40403 2.29895 0.21835 0.305 4.679 2.428
O -1.26524 1.72387 -1.44642 -1.104 0.471 -0.397
H -0.47302 2.40565 0.58662 -0.555 0.416 -0.026
H 1.33745 -2.12063 1.19623 0.007 -0.036 0.010
H 1.66806 -2.37597 -0.74940 0.008 -0.379 -0.194
H 0.99354 2.42624 0.96166 0.512 0.188 0.264
H -1.27806 0.05670 1.45594 -0.222 -0.081 0.611
H 0.89089 -1.08296 -0.87609 0.329 0.791 -0.494
H -0.45028 1.60329 -0.95903 -0.702 -0.479 -1.371
H 0.66365 1.13036 -0.21561 1.162 -0.976 -0.209
H -1.02817 1.54956 -2.35727 -0.065 -0.126 -0.174
H -0.00976 -0.13110 0.28150 0.557 0.070 -0.815
H -0.11655 -1.90309 0.83503 0.173 -0.518 -0.119
H -2.06953 -0.74885 0.44769 -0.290 -0.166 -0.495